--- i ---
{"formula": "C3H8N2O", "method": "wB97M-V/def2-TZVPD", "symbols": ["O", "H", "N", "H", "C", "H", "H", "C", "N", "H", "H", "C", "H", "H"], "coordinates": [[-2.80167, -1.96143, -0.71979], [2.58500, 1.65950, 0.87289], [1.53932, 1.57084, 0.84928], [1.72609, -0.56683, 0.56738], [0.96991, 0.20219, 0.57105], [-2.50547, -0.06266, -0.16437], [0.24432, 0.19579, 1.40532], [0.06573, 0.09987, -0.67063], [-0.70953, -1.09729, -0.62904], [1.34181, 1.73622, 1.85264], [-0.48834, 1.04533, -0.73116], [-2.06468, -1.03531, -0.42154], [0.71151, 0.12139, -1.56015], [-0.61400, -1.90761, -1.22185]], "nbo_charge": [-0.651, 0.296, -1.047, 0.165, -0.683, 0.116, 0.153, -0.291, -0.626, 0.277, 0.197, 0.510, 0.187, 0.399], "charge": -1, "lumo_energy_ev": [3.81, 3.75], "multiplicity": 2}

--- ii ---
{"formula": "C3H8N2O", "method": "wB97M-V/def2-TZVPD", "symbols": ["N", "H", "H", "H", "H", "H", "C", "H", "H", "C", "C", "H", "O", "N"], "coordinates": [[-1.18632, -0.54372, 0.76297], [-0.01418, -0.96848, -0.81485], [2.04407, 1.28038, -1.30075], [-1.72978, 0.70435, -0.79866], [-1.27536, -0.51153, 1.78160], [1.54498, 0.68140, 1.22680], [0.98651, 0.55732, 0.29481], [0.58930, -1.57419, 0.83477], [0.38602, 1.45016, 0.12707], [0.14481, -0.73033, 0.24646], [-2.17401, -0.04996, -0.11506], [1.94904, -0.34135, -1.32664], [-3.37468, -0.40102, -0.18965], [2.10962, 0.44697, -0.72887]], "nbo_charge": [-0.715, 0.169, 0.340, 0.045, 0.298, 0.173, -0.265, 0.150, 0.174, -0.414, 0.296, 0.345, -0.731, -0.865], "charge": -1, "lumo_energy_ev": [4.36, 4.21], "multiplicity": 2}

--- iii ---
{"formula": "C3H8N2O", "method": "wB97M-V/def2-TZVPD", "symbols": ["O", "H", "H", "H", "C", "C", "H", "H", "C", "H", "N", "H", "N", "H"], "coordinates": [[-0.47292, -1.32813, -0.05907], [-3.61751, -0.57708, -0.35665], [3.18734, 1.46884, 0.12330], [-1.85578, -1.61714, 1.24137], [-2.53436, -0.30972, -0.53127], [2.43016, 0.72534, 0.37945], [-2.21063, 0.64628, -0.24737], [-2.33232, -0.22545, -1.74986], [-1.64967, -1.27652, 0.16423], [3.65915, -0.60624, -0.08784], [2.82462, -0.53779, 0.49569], [0.98682, 1.99255, -0.11595], [1.14991, 1.18311, 0.43105], [0.43518, 0.46196, 0.31291]], "nbo_charge": [-0.770, 0.189, 0.110, 0.044, -0.714, 0.291, 0.139, 0.155, 0.025, 0.317, -0.744, 0.360, -0.837, 0.434], "charge": -1, "lumo_energy_ev": [3.86, 3.80], "multiplicity": 2}

The winner here is i, beating the second structure by 23.8 kJ/mol.

--- i ---
{"formula": "C3H8N2OS2", "method": "wB97M-V/def2-TZVPD", "symbols": ["H", "H", "N", "C", "C", "S", "H", "O", "H", "H", "H", "H", "N", "S", "C", "H"], "coordinates": [[-2.36174, 2.71797, -0.75812], [0.80246, 0.07487, 0.63363], [0.96468, 2.37842, -1.92197], [-0.63207, -0.94745, -0.42049], [0.92242, -2.01937, 1.12153], [-1.95991, -1.68260, -0.72538], [1.05699, -3.05509, 0.70882], [-0.01894, 1.90107, 0.25428], [1.13750, 2.24553, -2.92259], [0.02571, -2.06216, 1.63050], [-1.80077, 2.95459, -2.47524], [1.73076, -2.00849, 1.72255], [-1.59861, 2.70450, -1.47154], [-0.20228, 1.73245, -1.19426], [0.67351, -0.91719, 0.17196], [1.41934, -0.75543, -0.77665]], "nbo_charge": [0.412, 0.334, -1.108, -0.070, -0.602, 0.262, 0.208, -0.976, 0.381, 0.211, 0.397, 0.226, -1.090, 1.751, -0.613, 0.277], "charge": 0, "lumo_energy_ev": [-1.57, -0.55]}

--- ii ---
{"formula": "C3H8N2OS2", "method": "wB97M-V/def2-TZVPD", "symbols": ["O", "C", "C", "S", "N", "H", "H", "N", "S", "H", "H", "H", "H", "C", "H", "H"], "coordinates": [[1.81561, -2.20121, 1.09649], [1.31618, -1.07123, 1.45335], [1.04275, 0.05670, 0.29222], [-0.81894, 1.57748, -1.68965], [1.71779, -0.30387, -0.86645], [1.28624, 0.13001, 3.29594], [-2.94953, 1.50847, -0.12773], [1.81871, -0.47582, 2.77166], [-2.69479, 0.61961, -1.09874], [2.46340, -1.09037, 3.20248], [-0.76464, -0.45904, 1.78362], [1.02878, 1.04064, 0.47176], [-0.65179, -1.21649, 0.11433], [-0.12426, -0.76182, 0.96915], [1.16381, -0.03845, -1.72907], [1.95499, -1.30261, -0.79364]], "nbo_charge": [-0.531, 0.490, 0.110, -0.364, -0.815, 0.384, 0.130, -0.798, -0.104, 0.403, 0.253, 0.219, 0.277, -0.485, 0.433, 0.396], "charge": 0, "lumo_energy_ev": -3.50}

The winner here is i, beating the second structure by 65.3 kJ/mol.

--- i ---
{"formula": "C7H16N2O2", "method": "wB97M-V/def2-TZVPD", "symbols": ["C", "H", "C", "H", "H", "N", "O", "H", "H", "C", "H", "C", "C", "H", "C", "H", "H", "H", "H", "N", "H", "H", "C", "O", "H", "H", "H"], "coordinates": [[0.16310, 2.23455, 1.21596], [0.52007, -3.24673, -0.61042], [1.11444, -1.95775, 0.89587], [1.95928, -1.19819, -1.15545], [-1.56075, 3.72611, 1.09652], [1.09603, 2.88677, 0.49512], [0.60052, 1.24395, 1.81663], [1.10961, -0.92461, 1.24177], [-1.80816, 0.30398, -0.24505], [-1.99776, -0.72886, -0.34171], [-0.74533, -3.00643, 0.61705], [-0.06672, -2.48710, -0.06593], [1.46466, -0.85290, -2.03398], [0.83553, -2.55318, 1.82207], [-1.18412, 2.77397, 1.48767], [1.49478, -1.50662, -2.94214], [1.97978, 2.48840, 0.21406], [-2.42434, -1.14658, 0.54318], [-2.70311, -0.77533, -1.19146], [-0.72671, -1.37628, -0.72303], [1.82018, 0.11312, -2.45081], [2.00254, -2.49565, 0.73329], [0.02901, -0.62986, -1.65185], [-0.55149, 0.34339, -2.11953], [0.93469, 3.79147, 0.03503], [-1.91325, 2.34210, 0.78244], [-1.44248, 2.63827, 2.53470]], "nbo_charge": [0.660, 0.203, -0.680, 0.235, 0.237, -0.801, -0.648, 0.264, 0.212, -0.392, 0.207, -0.216, -0.718, 0.205, -0.742, 0.240, 0.407, 0.201, 0.203, -0.447, 0.249, 0.205, 0.678, -0.655, 0.384, 0.255, 0.253], "charge": 0, "lumo_energy_ev": 0.83}

--- ii ---
{"formula": "C7H16N2O2", "method": "wB97M-V/def2-TZVPD", "symbols": ["C", "H", "C", "H", "C", "O", "H", "H", "C", "H", "H", "H", "C", "H", "C", "N", "H", "H", "N", "H", "H", "H", "H", "H", "C", "H", "O"], "coordinates": [[0.42890, 1.12814, 0.13711], [2.45655, -1.81946, 0.70739], [1.20824, -0.36143, 2.08149], [1.37252, 1.55507, -0.12447], [0.07399, 1.66647, 2.55493], [-2.04729, 0.12311, -2.36174], [0.10827, -2.05338, -3.32496], [0.98059, 2.18405, 2.94575], [1.41143, -1.69553, 1.37963], [-2.00934, -1.66778, -0.50322], [-1.09302, 1.87776, -1.43640], [0.85185, -0.90626, -2.40071], [0.01279, -1.00122, -3.02499], [-0.64333, 1.22540, 3.25186], [-1.23984, -0.77360, -2.26060], [-1.25125, -1.69870, -1.17484], [0.25381, 0.13192, -0.49197], [0.01213, -0.58581, -4.08743], [0.49459, 0.73290, 1.65278], [1.49491, -2.48245, 2.23881], [0.52015, -2.11850, 0.61856], [-0.99261, 2.39891, 2.15213], [-1.57255, 2.08823, 0.07124], [-0.43112, 2.96234, -0.09631], [-0.67810, 2.12482, -0.31347], [-1.14625, -2.66044, -1.47314], [1.42397, -0.37457, 3.28255]], "nbo_charge": [-0.212, 0.231, 0.641, 0.186, -0.391, -0.571, 0.230, 0.212, -0.728, 0.394, 0.242, 0.251, -0.740, 0.218, 0.692, -0.870, 0.205, 0.245, -0.466, 0.260, 0.237, 0.186, 0.211, 0.181, -0.604, 0.383, -0.625], "charge": 0, "lumo_energy_ev": 0.54}

The winner here is i, beating the second structure by 306.6 kJ/mol.